{"formula": "C72H158N6O18", "method": "ωB97M-V/def2-TZVPD", "elements": ["C", "C", "C", "C", "C", "C", "N", "O", "C", "C", "C", "H", "H", "H", "H", "H", "H", "H", "H", "H", "H", "H", "H", "H", "H", "H", "H", "H", "H", "H", "C", "C", "C", "C", "C", "C", "N", "O", "C", "C", "C", "H", "H", "H", "H", "H", "H", "H", "H", "H", "H", "H", "H", "H", "H", "H", "H", "H", "H", "H", "C", "C", "C", "C", "C", "C", "N", "O", "C", "C", "C", "H", "H", "H", "H", "H", "H", "H", "H", "H", "H", "H", "H", "H", "H", "H", "H", "H", "H", "H", "C", "C", "C", "C", "C", "C", "N", "O", "C", "C", "C", "H", "H", "H", "H", "H", "H", "H", "H", "H", "H", "H", "H", "H", "H", "H", "H", "H", "H", "H", "C", "C", "C", "C", "C", "C", "N", "O", "C", "C", "C", "H", "H", "H", "H", "H", "H", "H", "H", "H", "H", "H", "H", "H", "H", "H", "H", "H", "H", "H", "C", "O", "C", "C", "O", "C", "C", "O", "C", "H", "H", "H", "H", "H", "H", "H", "H", "H", "H", "H", "H", "H", "H", "C", "O", "C", "C", "O", "C", "C", "O", "C", "H", "H", "H", "H", "H", "H", "H", "H", "H", "H", "H", "H", "H", "H", "C", "O", "C", "C", "O", "C", "C", "O", "C", "H", "H", "H", "H", "H", "H", "H", "H", "H", "H", "H", "H", "H", "H", "C", "O", "C", "C", "O", "C", "C", "O", "C", "H", "H", "H", "H", "H", "H", "H", "H", "H", "H", "H", "H", "H", "H", "C", "O", "N", "C", "C", "H", "H", "H", "H", "H", "H", "H"], "coordinates": [[2.0956, 2.7067, -1.4252], [1.6265, 1.2079, -1.1964], [1.8035, 0.7596, 0.2832], [0.6867, 1.1320, 1.2410], [-0.6183, 0.8307, 0.5473], [-0.8793, 1.3848, -0.8584], [0.2665, 0.9244, -1.6762], [0.0606, 1.3852, -2.9895], [-2.2195, 0.8848, -1.3955], [-1.0444, 2.9468, -0.8167], [2.6041, 0.3440, -2.1175], [3.1428, 2.7731, -1.2137], [1.5622, 3.4570, -0.8193], [1.9054, 2.8315, -2.4953], [1.8633, -0.3232, 0.2684], [2.8093, 1.0401, 0.7020], [0.7106, 2.2566, 1.4828], [0.7699, 0.6158, 2.2169], [-1.4982, 1.1315, 1.1280], [-0.7408, -0.2397, 0.5129], [-2.3769, -0.2070, -1.3904], [-3.1178, 1.2403, -0.8698], [-2.3127, 1.1711, -2.4464], [-1.9289, 3.3981, -0.3143], [-0.2047, 3.3865, -0.2273], [-1.0440, 3.2649, -1.8599], [3.5826, 0.4279, -1.6653], [2.4157, 0.5649, -3.1509], [2.1252, -0.6225, -1.9887], [0.2798, 0.6672, -3.5362], [0.2984, 7.8232, 4.4064], [-0.5702, 6.8754, 5.2382], [-1.9454, 6.6491, 4.5660], [-1.7798, 5.6736, 3.3554], [-1.0588, 4.4277, 3.7567], [0.3252, 4.6818, 4.3049], [0.0822, 5.5489, 5.4871], [1.3482, 5.8248, 6.0389], [0.8576, 3.3794, 4.7647], [1.3179, 5.1565, 3.1767], [-0.7481, 7.5061, 6.6688], [1.3469, 7.6580, 4.5047], [0.0741, 8.8381, 4.7739], [0.0805, 7.7717, 3.3319], [-2.4777, 6.0834, 5.4026], [-2.5432, 7.5489, 4.3571], [-1.1485, 6.1604, 2.6307], [-2.7079, 5.4327, 2.9156], [-0.9957, 3.6987, 3.0101], [-1.6440, 4.0979, 4.6481], [1.8867, 3.4325, 5.1949], [0.2540, 3.0217, 5.5917], [0.8772, 2.6689, 3.9299], [1.4503, 4.2975, 2.5010], [0.8262, 5.9407, 2.5420], [2.2737, 5.4453, 3.5205], [0.2195, 7.7301, 7.1708], [-1.3442, 6.8349, 7.3721], [-1.2705, 8.4661, 6.4967], [1.5914, 5.2418, 6.7433], [-4.2995, 1.1411, 1.7854], [-5.3458, 0.2418, 1.2122], [-6.6071, 1.0354, 0.7667], [-7.5636, 0.3086, -0.2113], [-6.7691, -0.1676, -1.3740], [-5.5958, -1.0775, -1.0294], [-4.7407, -0.2960, -0.0625], [-3.6630, -1.1394, 0.3560], [-6.0804, -2.4116, -0.5835], [-4.7160, -1.2705, -2.2258], [-5.7853, -0.8882, 2.2390], [-4.6621, 1.6039, 2.6990], [-4.1666, 1.9766, 1.1269], [-3.3562, 0.6391, 2.0460], [-7.1605, 1.3557, 1.7156], [-6.3514, 2.0024, 0.2838], [-8.2603, 1.1616, -0.5135], [-8.1658, -0.4271, 0.2839], [-6.1821, 0.6524, -1.8730], [-7.3905, -0.6828, -2.1488], [-6.5463, -2.4466, 0.3807], [-6.9028, -2.6984, -1.2480], [-5.3565, -3.2220, -0.5212], [-5.2913, -1.8948, -2.9253], [-4.4311, -0.3220, -2.6380], [-3.7903, -1.8349, -1.9713], [-5.0582, -1.6840, 2.3296], [-6.7256, -1.2951, 1.9084], [-5.9383, -0.3768, 3.2021], [-4.0159, -1.8811, 0.8900], [7.7989, -2.1786, -3.3922], [6.9371, -0.9690, -3.7406], [7.6110, -0.0382, -4.7414], [7.6642, -0.5099, -6.1949], [6.3064, -0.9410, -6.6423], [5.5860, -1.9225, -5.6492], [5.5704, -1.2307, -4.3158], [4.8196, -2.0770, -3.4046], [4.1163, -2.0973, -6.0634], [6.2119, -3.3298, -5.6187], [6.7301, -0.0932, -2.4951], [8.3340, -2.5734, -4.2362], [7.2005, -2.8575, -2.7465], [8.5633, -1.7600, -2.7338], [7.1066, 0.9846, -4.7280], [8.6800, 0.1948, -4.4561], [8.3385, -1.3916, -6.2506], [8.0958, 0.2426, -6.8072], [6.3098, -1.4225, -7.6512], [5.6140, -0.0304, -6.5877], [4.0217, -2.1201, -7.1527], [3.7454, -2.9694, -5.6308], [3.5724, -1.1738, -5.8259], [5.7397, -3.9619, -4.8267], [5.9891, -3.8106, -6.5971], [7.2547, -3.3850, -5.5107], [6.1619, -0.6941, -1.7639], [6.1300, 0.7363, -2.6955], [7.6627, 0.3508, -2.1197], [4.1785, -1.4339, -3.0441], [-6.0248, 5.1271, -1.0474], [-4.6388, 5.8470, -1.3478], [-3.9544, 5.1151, -2.4346], [-2.9016, 5.9016, -3.2288], [-3.4308, 7.2359, -3.7046], [-4.0405, 8.0089, -2.5488], [-5.0010, 7.1439, -1.8642], [-5.5945, 7.8386, -0.7835], [-2.8588, 8.5799, -1.6677], [-4.8966, 9.1287, -3.2138], [-3.7643, 5.8438, -0.0999], [-5.8685, 4.0963, -0.7303], [-6.5736, 5.2691, -1.9520], [-6.5054, 5.7176, -0.2863], [-3.5994, 4.1364, -2.1626], [-4.7244, 4.9397, -3.1599], [-2.7621, 5.2632, -4.1351], [-1.9734, 5.9458, -2.6764], [-4.2099, 6.9961, -4.4734], [-2.7090, 7.8806, -4.1601], [-2.2898, 9.2242, -2.3249], [-3.1927, 9.2343, -0.8341], [-2.3112, 7.8403, -1.0715], [-5.5214, 9.6781, -2.5020], [-4.2737, 9.8142, -3.7705], [-5.5394, 8.6394, -3.8646], [-2.7259, 6.1846, -0.1758], [-3.7981, 4.8650, 0.3533], [-4.2804, 6.4769, 0.6423], [-6.4303, 8.1729, -1.1294], [4.4503, -6.0541, 0.4200], [5.2186, -4.9693, 0.8559], [4.9807, -3.7774, 0.1234], [6.3667, -3.0779, 0.1319], [6.8358, -2.9090, 1.4283], [6.3215, -1.8298, 2.1805], [6.4374, -2.0776, 3.6140], [5.6334, -3.1722, 4.1164], [6.2701, -4.4649, 3.9679], [4.6443, -6.3457, -0.6348], [3.4099, -5.9085, 0.5857], [4.6224, -6.9195, 1.0502], [4.2733, -3.1927, 0.6256], [4.6969, -3.9528, -0.9432], [6.3252, -2.1163, -0.3803], [7.1115, -3.7938, -0.2460], [5.2619, -1.6496, 1.9823], [6.8658, -0.9170, 1.9130], [6.1273, -1.2680, 4.2653], [7.3923, -2.3840, 3.9069], [5.5158, -5.2328, 4.3209], [7.1396, -4.4094, 4.6256], [6.4209, -4.6673, 2.9530], [-6.8177, -3.8453, 4.5474], [-5.7914, -4.5394, 3.7938], [-6.1450, -4.6081, 2.4176], [-5.0137, -5.2972, 1.6267], [-3.7978, -4.5757, 1.6675], [-2.8748, -4.7496, 2.8266], [-1.9686, -3.5591, 2.8570], [-2.7477, -2.4140, 3.0617], [-1.9255, -1.2857, 3.3109], [-7.7041, -4.4074, 4.4221], [-6.9306, -2.7746, 4.2811], [-6.4318, -3.9239, 5.6007], [-6.2902, -3.6105, 1.9891], [-7.0653, -5.1677, 2.3791], [-5.3200, -5.3699, 0.6134], [-4.8560, -6.3302, 1.9400], [-2.3467, -5.7101, 2.6577], [-3.4521, -4.7392, 3.7392], [-1.4122, -3.3887, 1.9234], [-1.2947, -3.8075, 3.7338], [-1.4614, -1.3178, 4.3021], [-2.6872, -0.4283, 3.2470], [-1.1025, -1.0772, 2.6514], [-1.4982, -3.5345, -0.6969], [-0.1884, -3.9535, -0.7641], [0.6489, -3.0426, -1.3677], [1.1508, -3.5822, -2.6753], [2.0026, -4.6974, -2.5131], [1.5641, -5.8485, -3.2383], [2.1316, -5.9388, -4.6866], [1.4413, -5.0690, -5.5849], [2.1149, -5.0815, -6.8209], [-1.6220, -2.5679, -0.1162], [-2.0119, -4.3123, -0.0980], [-2.0086, -3.4692, -1.6728], [1.5674, -2.8552, -0.7567], [0.2461, -1.9881, -1.4607], [1.7961, -2.7804, -3.1011], [0.2399, -3.7724, -3.3413], [0.4575, -5.9367, -3.3780], [1.9548, -6.7232, -2.6870], [2.0078, -6.9186, -5.0999], [3.2212, -5.5992, -4.6654], [1.4773, -4.6447, -7.5833], [2.3178, -6.1060, -7.1144], [3.0774, -4.5145, -6.8074], [2.9068, -1.2573, 3.6266], [3.0099, -2.1387, 2.5551], [2.0821, -3.2370, 2.6590], [2.4572, -4.3331, 3.6602], [2.0609, -3.8612, 4.9297], [2.6820, -4.4241, 6.0422], [2.2736, -3.7669, 7.3633], [2.3775, -2.3243, 7.3021], [1.1671, -1.7363, 7.0627], [3.5300, -0.3971, 3.4514], [3.1424, -1.7536, 4.5928], [1.8354, -0.9392, 3.6308], [2.0646, -3.6065, 1.6435], [1.1147, -2.8370, 2.9665], [3.5541, -4.4673, 3.6650], [2.0234, -5.2877, 3.3374], [3.7254, -4.2556, 5.9900], [2.4184, -5.5189, 6.1855], [3.0274, -4.0486, 8.1288], [1.2236, -3.9728, 7.6435], [1.3840, -0.6815, 6.9462], [0.4262, -1.8562, 7.9128], [0.6721, -2.1280, 6.0920], [0.4826, -1.4165, -5.1867], [0.8862, -0.4334, -4.6257], [-0.8272, -1.7652, -5.2210], [-1.2095, -2.9468, -5.9711], [-1.8913, -0.8616, -4.7806], [1.1533, -2.1716, -5.7471], [-1.8397, -2.7565, -6.9164], [-1.9382, -3.5538, -5.3683], [-0.3427, -3.5476, -6.2148], [-2.8933, -1.1269, -5.1231], [-1.9396, -0.8844, -3.6534], [-1.7110, 0.2043, -5.0542]], "homo_ev": -7.832, "homo_lumo_gap_ha": 0.30879, "multiplicity": 1, "smiles": "CC1(C)CCCC(C)(C)N1O.CC1(C)CCCC(C)(C)N1O.CC1(C)CCCC(C)(C)N1O.CC1(C)CCCC(C)(C)N1O.CC1(C)CCCC(C)(C)N1O.COCCOCCOC.COCCOCCOC.COCCOCCOC.COCCOCCOC.CN(C)C=O"}